66
Properties=species:S:1:pos:R:3:mulliken_charge:R:1 method="wB97M-V/def2-TZVPD" charge=+1 homo_ev=-11.0 lumo_ev=-3.32 gap_ev=7.661
C 5.92 -1.62 -0.87 -0.9571
C 5.14 -2.36 -2.11 -0.4809
C 3.84 -1.49 -2.70 -0.1817
O 2.56 -1.90 -2.05 -0.3434
C 1.40 -1.43 -2.83 -0.8327
N 0.58 -2.56 -3.42 0.1159
C -0.35 -3.25 -2.46 -1.3288
C -1.33 -2.27 -1.59 1.0424
C -1.83 -3.17 -0.27 -1.0086
O -2.25 -4.54 -0.64 -0.0767
N -2.03 -5.28 0.48 0.1246
O -2.75 -4.92 1.40 -0.2368
P -2.80 -1.73 -2.70 0.6310
O -2.46 -1.98 -4.40 -0.5453
O -3.24 -0.04 -2.52 -0.5085
S -4.46 -2.74 -2.34 -0.2898
C -0.53 -0.96 -0.91 -1.6346
C 0.48 -0.30 -2.02 0.5542
C 1.38 0.82 -1.23 -0.1851
C 1.26 2.35 -1.81 0.0989
O 1.60 3.35 -0.94 -0.5103
I 0.60 2.97 -3.80 0.0852
H 6.29 -0.54 -1.16 0.2805
H 6.90 -2.25 -0.65 0.3280
H 5.24 -1.59 0.09 0.2552
H 4.71 -3.42 -1.86 0.2517
H 5.95 -2.48 -2.98 0.3153
H 4.08 -0.33 -2.50 0.2309
H 3.85 -1.71 -3.87 0.2862
H 1.85 -0.84 -3.76 0.5100
H 1.28 -3.30 -3.74 0.4479
H 0.14 -2.20 -4.29 0.5405
H 0.17 -3.99 -1.70 0.3801
H -1.07 -3.93 -3.12 0.3525
H -0.84 -3.30 0.39 0.5561
H -2.65 -2.54 0.29 0.3590
H -3.25 -2.46 -4.78 0.3810
H -4.10 0.05 -3.05 0.3725
H -0.02 -1.24 0.10 0.4453
H -1.36 -0.14 -0.69 0.3753
H -0.23 0.16 -2.87 0.4381
H 1.00 0.86 -0.10 0.1385
H 2.53 0.56 -1.16 0.2080
C 0.54 5.39 2.80 -0.7564
O -0.60 4.57 2.99 -0.2971
C -1.07 4.01 1.76 -0.2784
C -1.95 2.78 2.04 -0.5327
O -1.19 1.60 2.32 -0.2968
C -0.57 1.55 3.61 -0.4779
C -1.58 1.27 4.73 -0.6345
O -2.26 2.47 5.10 -0.2637
C -3.46 2.20 5.81 -0.7736
H 0.31 6.22 2.12 0.3241
H 0.84 5.79 3.77 0.2501
H 1.37 4.80 2.41 0.2925
H -0.22 3.71 1.13 0.0851
H -1.66 4.77 1.25 0.4662
H -2.51 2.56 1.13 0.4372
H -2.68 2.97 2.82 0.1876
H 0.02 2.44 3.81 0.2442
H 0.13 0.71 3.57 0.3689
H -1.05 0.90 5.62 0.4524
H -2.30 0.51 4.40 0.3390
H -4.16 1.64 5.19 0.3267
H -3.92 3.16 6.06 0.2346
H -3.25 1.66 6.73 0.3179